# 1
Here is a cluster of 16 separate species, C20H72N12O16 in total from the OMol25 dataset. Energies are from ωB97M-V/def2-TZVPD.

Atoms and positions in Å:
H: -1.109522 2.002766 -2.465908
H: -0.989800 2.233278 3.379222
O: 0.110002 -1.243251 3.520273
H: -2.357138 -2.733033 -2.631311
O: 2.661366 -1.474732 1.071271
H: -2.214726 4.363172 -2.534175
N: 3.153230 -2.075579 -1.522365
N: 0.707737 -0.682385 -2.398289
H: 2.414677 1.619576 -2.287254
H: -3.775717 -3.716622 1.718796
C: 1.383037 2.132993 3.114357
C: -1.901141 -3.160684 1.783386
C: -3.562353 1.574521 -1.665110
H: 2.675556 5.699628 -1.084338
H: 1.404212 5.032678 -2.131225
H: -2.954832 -2.790859 3.507141
C: -2.032306 2.891261 1.727577
H: 0.839286 -3.285875 2.132274
H: -2.159496 0.735143 5.412551
O: -0.536282 -4.500797 -2.670633
C: -0.747084 2.826604 -3.068506
H: 4.219594 -2.521851 -3.634169
O: -1.252897 2.553151 -4.439833
C: -1.178585 4.187941 -2.497492
C: -2.244083 -0.237409 4.944197
H: -1.679818 -0.977590 5.519487
H: 3.462871 3.141619 0.109573
H: 1.361595 2.942467 -0.784713
H: -1.438980 -1.896091 3.240213
H: -3.627842 3.691701 0.632246
N: -1.867775 2.296323 2.872196
C: 1.038690 -0.487652 -3.675653
O: -4.715051 0.723369 1.718031
H: 2.909715 4.235347 -2.026388
H: -2.086828 -2.121407 -1.027005
C: 1.242862 -2.011634 3.662393
H: 3.089262 -1.633001 -0.569296
C: -2.597860 -1.913350 -1.976735
H: -0.737918 5.058506 -2.927491
H: 0.476912 0.107643 -1.789163
H: 3.294517 -0.542075 2.715004
N: 4.260230 -3.251091 -2.889082
H: -3.364664 2.583483 -1.404777
N: -2.138201 -2.644276 2.907690
H: -5.402199 0.346682 2.271061
H: 4.945940 1.745267 -1.506346
C: 2.200434 4.772764 -1.437046
H: 5.317893 -1.073484 1.394684
C: -3.755847 -0.295553 1.351211
H: 1.343923 3.157253 3.538382
C: -5.071061 1.196878 -1.486930
H: -2.679262 1.916992 3.430085
O: 4.663448 -3.729873 -0.594045
H: -5.379982 1.372681 -0.472324
H: -3.652535 -1.970501 -1.747522
H: 4.715405 -0.258613 -0.002669
H: 1.509077 -2.539949 -3.727646
H: -2.718469 -4.353738 0.356118
N: 1.526307 -2.979524 2.861960
H: -1.807533 -0.160312 3.965641
H: -0.962942 -0.884915 -2.467154
N: 2.132036 -1.867488 4.648053
N: 1.463134 -1.549932 -4.194924
O: 2.785713 3.645547 0.584987
O: 0.910543 0.745770 -4.314699
H: -2.772751 -0.063700 1.694323
O: 0.856537 1.215653 4.091572
H: 1.432173 -4.366522 -4.168037
H: 0.752271 0.340698 3.714464
H: -5.937382 -0.126706 -2.700137
H: 3.671369 0.331535 -2.192463
H: -0.475475 0.288856 1.472742
H: 1.012610 4.362728 0.142133
H: -3.835053 2.200113 1.442071
H: -3.209216 1.447096 -2.741325
H: -0.588357 1.831332 0.100245
H: -0.865996 4.200262 -1.485720
C: 3.138811 1.142449 -1.668809
H: -4.107361 0.243069 4.556216
H: 2.440616 1.858696 2.889956
O: -1.905814 -0.764425 -2.483585
H: 2.366502 -2.080278 1.790645
N: 0.776273 -3.100378 -1.337890
C: 3.300539 -0.400241 1.639576
H: 0.326802 2.700990 -2.933974
C: 1.727049 3.859885 -0.309764
H: 2.592759 0.628446 -0.844784
H: 1.732904 -2.696512 -1.204416
H: 1.936431 -1.187794 5.378909
H: -2.932436 0.909521 -1.136130
H: 2.907515 -2.516986 4.815442
O: -5.384465 -0.120484 -1.899910
H: 2.415239 -3.477737 3.008106
H: -4.010521 -1.268441 1.654368
H: 1.783658 -1.509794 -5.140418
H: -0.933278 1.669279 -4.597297
N: -3.268404 2.956815 1.297015
O: -3.635224 -0.574939 4.743561
O: -0.734944 -2.957424 1.009366
H: -3.669475 -0.442254 0.297954
H: 0.854553 2.047261 2.205585
C: 4.693448 -0.257853 1.071036
H: 2.588570 -3.580987 -3.080384
C: 4.044853 -2.999564 -1.644060
N: -2.880634 -3.833296 1.246438
H: -1.206685 -0.583285 0.106942
H: 0.745787 -1.685134 -1.976084
H: 4.908458 -4.064074 -3.035720
H: 2.678479 -1.511948 -2.267394
H: 5.159990 0.720758 1.178031
C: 0.592181 -3.829807 -2.385076
O: -1.063254 3.443312 0.932863
H: 2.637863 0.364569 1.377090
C: -0.377167 -0.005017 0.406075
N: 1.579863 -3.868917 -3.236156
H: 0.031010 -3.106276 -0.587361
O: 4.056997 2.044311 -1.241700
H: -5.709715 1.810455 -2.050972
O: -0.222495 1.085949 -0.416547
H: 0.465519 -0.691143 0.465549

Forces on the atoms, in the same order (eV/Å):
H -0.5 0.1 0.4
H 0.1 -0.1 -0.6
O 5.5 -3.2 0.9
H -0.2 -0.7 -0.2
O -0.6 -2.6 -0.4
H -1.6 -0.1 -0.1
N -1.6 4.3 2.5
N 0.2 0.0 2.3
H -0.6 0.1 -0.8
H 0.2 -0.7 -0.9
C 1.7 -0.4 1.3
C 5.2 0.1 -6.3
C -1.4 -1.0 -2.5
H -0.2 -0.3 0.1
H -0.2 0.1 0.1
H 0.4 0.0 -0.8
C 4.3 3.9 -5.2
H 0.2 0.5 0.4
H 0.1 0.2 0.4
O 4.5 2.9 1.3
C -0.9 0.0 -0.8
H 0.2 -0.8 1.1
O 0.5 1.5 1.8
C 0.7 -1.2 -0.8
C -0.6 0.3 -0.5
H -0.6 0.0 0.0
H -0.1 0.2 0.1
H -0.2 0.0 0.5
H -0.8 -1.6 -0.5
H 1.4 -1.5 0.9
N -0.1 -2.0 3.6
C -2.2 9.2 -1.0
O 0.4 -0.9 0.1
H 0.8 -0.3 -0.5
H -0.3 -0.5 0.2
C -5.0 3.6 1.3
H -0.1 -0.7 -0.7
C 2.6 -0.7 0.6
H 0.6 0.4 -0.9
H 0.0 0.0 -0.4
H 0.3 0.4 0.3
N 3.3 -2.7 -5.2
H 0.1 0.9 0.4
N 1.4 3.6 5.0
H 0.0 -0.1 -0.1
H -0.7 0.5 0.3
C -0.1 0.3 -0.2
H 0.4 -0.1 0.2
C -0.4 0.6 -0.4
H 0.0 -0.7 -0.4
C 1.4 0.3 -0.5
H 1.3 1.0 -1.4
O -3.5 4.0 -5.6
H 0.0 -0.4 0.7
H -0.4 1.4 -0.6
H -0.6 -0.6 -0.8
H -0.6 2.3 -1.2
H -0.5 0.9 1.3
N 0.3 -3.3 -2.4
H 0.5 0.1 -0.2
H 0.3 -0.5 0.1
N 0.3 1.1 1.6
N 2.7 -4.4 -3.4
O 0.3 -0.5 0.8
O 0.9 -6.1 2.9
H 0.6 0.4 0.6
O 0.0 1.3 0.5
H 0.0 0.6 2.2
H -0.3 -0.4 -0.3
H 0.5 0.3 0.6
H -0.5 0.2 -0.3
H -0.3 -0.1 -0.4
H -3.6 1.7 2.7
H -2.1 -1.8 0.7
H -0.8 0.2 1.2
H 0.3 0.7 -0.7
H 0.1 -0.1 1.3
C -1.0 -2.6 -0.1
H 0.0 -0.1 0.1
H -0.6 0.6 0.2
O -3.2 0.7 -0.3
H 0.2 0.5 -1.4
N -0.7 0.7 3.8
C 1.0 0.5 0.3
H 0.3 0.3 -0.8
C 3.3 -0.9 -3.3
H 0.3 0.6 -0.1
H -1.1 -1.1 0.7
H 0.1 -0.1 -0.4
H 0.6 -0.5 0.8
H -0.8 0.5 -0.3
O -0.2 -1.0 0.0
H -1.0 -0.1 -0.2
H -0.7 -1.1 1.1
H -0.2 0.2 -0.6
H 0.5 -0.6 -0.3
N -1.5 3.4 -2.0
O 0.3 -0.3 0.5
O -4.1 -1.1 4.0
H -0.3 0.6 -1.0
H -0.7 0.3 -1.2
C 0.2 0.7 -0.2
H -1.6 -1.3 0.2
C 4.0 -3.7 7.3
N -1.4 -1.9 -1.8
H -1.2 -0.8 -0.2
H -0.6 2.6 -0.8
H -0.8 1.4 -0.1
H 1.2 -0.7 0.5
H 0.0 0.0 1.1
C -7.4 -5.4 -1.2
O -3.2 -2.5 4.1
H -0.4 2.2 0.0
C 0.5 -0.6 2.1
N 3.7 -2.2 -4.3
H 0.9 0.0 -0.6
O 2.7 1.3 0.7
H -0.5 1.5 -0.9
O 0.4 1.0 0.0
H 0.4 0.1 -0.5

Multiplicity: 1
ΔE to the lowest compared entry with this formula, charge and spin: 62.0 kcal/mol
Highest occupied orbital energy: -8.23 eV

---

# 2
Here is a cluster of 17 separate species, C20H73N33O19S in total from the OMol25 dataset. Energies are from ωB97M-V/def2-TZVPD.

Atoms and positions in Å:
N: 2.207252 0.316748 12.260689
H: -7.170231 -1.049439 -2.515461
H: 0.852586 6.696881 -0.626635
H: 1.433069 -6.302778 -3.085986
C: -1.803007 0.702688 1.601486
H: -0.405187 7.207445 -3.317362
H: 2.243778 -1.190379 2.715975
N: 1.894262 -7.183556 1.548869
C: -6.742711 -4.393870 -4.715052
O: 3.797488 5.505443 0.517384
H: -1.599739 4.598099 0.190911
C: 1.534605 5.871853 -0.433438
H: 3.436207 -1.763651 3.843628
O: 0.155661 8.524896 -1.296791
H: -8.339414 -7.462960 -10.661472
H: -4.786925 -1.936495 -0.075594
H: 2.144771 -3.188362 0.949188
H: 1.920588 7.125018 5.902004
H: 1.882203 5.504639 4.208798
N: 5.847206 -1.843584 8.787585
N: -8.611241 -6.603819 -10.224611
H: 2.242496 -6.727249 0.723601
H: 4.232215 0.100683 8.859104
H: 7.007751 5.690361 -6.474163
H: 2.392098 2.922339 -0.715348
O: 1.332847 -0.981790 0.099531
H: -1.821997 9.873303 -0.625025
N: -1.151542 7.797661 -2.991113
H: -2.027490 7.794091 -3.476506
C: -5.627865 -9.477560 -6.476093
H: -6.042082 -11.041205 -5.248314
C: 3.061125 7.233121 4.146157
N: 6.616797 7.978311 -7.478234
H: -1.000755 -1.219938 1.751036
N: 2.552685 6.045612 3.697125
H: -4.830659 -8.119683 -7.764512
N: 1.801409 -2.308161 5.697456
O: 4.109953 4.719330 -1.583182
H: 2.533097 -7.420110 2.283691
H: 0.329360 5.634069 1.296966
N: -1.966395 9.315385 -1.444792
H: -7.577212 -4.406806 -6.641074
H: 4.694215 -7.002343 -1.897530
H: 0.572452 -0.940785 10.776195
H: -2.276726 1.400113 -0.256220
N: -5.349164 -10.667875 -5.869444
H: 6.355635 8.884867 -7.816865
C: -5.408504 -0.637030 -1.586418
N: -4.591281 -1.106577 -0.601827
C: 4.004010 4.549943 -0.395201
O: 5.410974 -1.774845 6.565134
H: 5.711465 -1.487361 9.714151
H: 3.584403 -3.231249 -0.001181
H: -1.620717 -0.201934 -0.282244
H: 2.888261 0.873924 12.740269
H: -8.927198 -5.842013 -10.793686
O: 3.282945 -5.346507 -0.690488
H: 1.112446 -5.133042 -1.851131
H: -2.279290 1.672644 7.909678
O: -6.674134 -8.878726 -6.289205
N: 4.398518 -0.270042 7.937372
H: -8.118420 -7.361052 -7.129408
C: 5.226061 -1.318062 7.687944
C: 1.455528 -1.799380 4.487832
H: 5.500952 5.584935 -5.638175
O: -0.645098 -1.044532 8.153115
H: 3.179694 7.245568 -0.524771
O: -5.163218 0.368385 -2.226973
H: 1.272705 6.450383 -6.350150
N: -6.541937 -1.384260 -1.810893
N: 3.226385 -1.015605 -1.151680
H: 3.385479 6.394139 -5.338846
H: 1.655152 -0.338471 12.779563
H: -3.789891 -9.471021 -7.477376
N: 2.747583 -2.755971 0.274160
O: 3.872052 7.881086 3.511241
O: 0.288596 -1.552170 4.198391
H: 2.716423 2.039485 0.611859
N: -1.293736 -0.388756 2.227992
C: -0.917529 8.547628 -1.875462
H: -6.772148 -2.211388 -1.292314
C: 2.957710 -5.972056 -1.691472
O: -6.104170 -5.014413 -3.878929
O: -2.142708 1.709309 2.209368
H: -1.933629 0.671910 5.805281
O: 1.209035 4.880020 -3.584254
C: 2.367536 -1.551261 -0.235129
N: 2.477296 -1.571649 3.617768
H: -4.495251 -11.171900 -6.011006
S: -0.477928 4.012377 -0.241561
H: -3.753845 -0.583449 -0.404248
N: 2.587357 7.645475 5.365740
H: 2.987467 -0.123159 -1.546556
H: -1.224736 -7.372367 0.796898
C: 5.725296 7.328367 -6.673476
N: -8.146980 -7.462321 -8.125763
O: 4.170879 3.316168 0.182927
O: 2.766132 1.314726 10.303729
C: 2.790380 6.479490 0.140989
N: -7.217173 -3.130519 -4.475569
C: -8.582433 -6.408976 -8.867489
H: -0.066229 5.669912 -5.576109
N: 3.786553 -6.864462 -2.301047
H: 2.938067 8.512302 5.725229
N: 3.130099 2.409845 -0.237749
H: -1.043472 -0.818163 5.725396
N: 1.138067 -0.267075 10.296494
H: 4.082593 -1.461257 -1.418544
H: 1.687066 5.388206 -1.395771
H: 2.754789 -2.501518 5.951921
H: -6.721039 -5.825066 -6.152079
H: 3.921987 0.145012 7.158729
H: -1.176923 -0.343857 3.220448
N: 0.903075 5.923875 -5.581148
H: 2.882025 5.705484 2.810287
H: -7.856865 -8.335159 -8.520153
N: -1.913401 0.605204 0.236781
N: -1.782088 0.911601 8.330678
H: 2.509865 6.986049 1.061273
N: -0.250497 -7.159055 0.699140
H: -2.855162 9.340705 -1.905679
H: 1.064899 -2.471379 6.361710
H: 3.531518 -7.381354 -3.120696
O: 4.648467 7.823159 -6.373506
N: -1.444039 -0.070223 6.270382
H: -7.747912 -2.609688 -5.147331
H: 1.477379 4.328570 1.160000
N: 2.983631 5.867887 -4.578030
H: 3.563426 5.594241 -3.802234
O: 0.167723 -8.049278 2.743929
C: 1.670227 5.512069 -4.519175
N: 6.125123 6.097759 -6.232917
H: -7.017472 -2.727338 -3.576967
C: -1.257493 -0.125962 7.609471
H: 6.465510 -2.618552 8.643098
N: 1.728850 -5.808938 -2.265360
H: 7.505961 7.595973 -7.735778
N: -4.656692 -8.997321 -7.311132
H: -1.652244 0.899770 9.324449
C: 0.817357 4.972060 0.584449
O: -8.922871 -5.351208 -8.358695
H: 1.000492 -0.156831 9.306179
C: 2.077215 0.502003 10.909379
C: 0.578843 -7.502013 1.737722
N: -7.042549 -4.897524 -5.946023
H: 0.075902 -6.712888 -0.136166

Forces on the atoms, in the same order (eV/Å):
N 0.0 0.0 0.0
H -0.1 0.2 0.1
H 0.2 0.1 -0.2
H 0.0 0.0 0.0
C 0.1 0.0 0.1
H 0.0 -0.1 0.1
H 0.0 0.0 0.0
N 0.0 -0.1 -0.1
C -0.1 0.0 0.0
O -0.4 -0.7 0.0
H 0.2 0.2 0.3
C -0.1 -0.3 0.4
H 0.0 0.0 0.1
O -0.1 0.3 0.1
H 0.0 0.0 0.0
H 0.0 0.0 0.0
H 0.0 -0.1 0.0
H 0.0 0.0 0.0
H 0.0 0.0 0.0
N 0.0 0.0 0.0
N 0.0 0.0 0.1
H 0.1 0.2 0.1
H -0.1 0.1 -0.1
H 0.0 0.0 0.0
H 0.1 0.3 -0.1
O 0.0 -0.1 0.1
H 0.0 0.0 0.0
N 0.0 0.1 0.0
H 0.0 0.0 0.0
C 0.1 0.0 0.1
H 0.0 0.0 0.0
C 0.0 0.0 0.0
N 0.0 0.0 0.0
H 0.3 0.1 0.0
N 0.0 0.0 -0.1
H 0.0 0.0 0.0
N 0.1 -0.1 0.0
O -0.3 0.0 0.6
H 0.0 0.0 0.0
H 0.0 -0.1 0.2
N 0.0 0.0 0.0
H -0.1 -0.2 0.0
H 0.0 0.0 0.0
H 0.0 0.0 -0.1
H 0.1 0.1 0.0
N 0.0 0.0 -0.1
H 0.0 0.0 0.0
C 0.0 -0.1 0.1
N 0.0 0.0 -0.1
C 0.6 0.1 -0.7
O -0.2 0.0 0.0
H 0.0 0.0 0.0
H -0.1 -0.2 -0.1
H 0.4 0.1 0.0
H 0.0 0.0 0.0
H 0.0 0.0 0.0
O 0.1 -0.4 0.0
H 0.1 0.1 -0.1
H 0.0 0.0 0.0
O 0.0 -0.1 0.1
N 0.0 0.0 0.1
H 0.0 -0.1 0.1
C 0.0 0.0 -0.1
C 0.2 0.0 0.1
H 0.0 0.0 0.0
O 0.1 0.1 0.0
H 0.4 -0.2 -0.1
O 0.0 0.0 0.0
H 0.0 0.0 0.0
N 0.0 -0.1 0.0
N -0.2 0.0 -0.1
H -0.1 0.3 0.1
H 0.0 0.0 0.0
H 0.0 0.0 0.0
N -0.1 0.4 0.2
O 0.0 0.0 0.0
O -0.3 -0.1 0.1
H 0.1 0.2 0.2
N -0.5 0.1 -0.2
C 0.0 -0.2 -0.1
H 0.0 0.0 0.0
C 0.0 0.1 -0.2
O 0.0 0.0 0.0
O -0.1 0.0 0.0
H 0.0 0.0 0.0
O -0.4 0.0 0.0
C 0.1 0.0 -0.1
N -0.1 0.0 -0.1
H 0.0 0.0 0.0
S 0.0 -0.6 -0.3
H -0.1 0.1 0.2
N 0.0 0.0 0.0
H 0.1 0.1 0.1
H 0.0 0.0 0.0
C 0.1 0.0 0.0
N -0.1 0.3 -0.3
O -0.3 0.6 0.4
O 0.2 -0.1 0.0
C -0.5 0.8 -0.2
N -0.1 0.0 0.1
C 0.0 -0.1 0.1
H 0.0 -0.1 0.0
N 0.0 0.1 0.0
H 0.0 0.0 0.0
N 0.0 -0.8 -0.6
H 0.1 0.0 -0.3
N 0.3 0.3 0.1
H 0.0 0.0 0.0
H 0.1 -0.2 0.0
H 0.0 0.1 0.0
H 0.0 0.0 0.0
H 0.0 0.0 0.0
H 0.2 -0.1 0.0
N -0.1 0.0 0.1
H 0.1 0.0 0.0
H 0.0 -0.1 0.1
N -0.4 -0.2 0.0
N 0.0 -0.1 0.1
H 0.4 0.0 0.2
N 0.0 0.0 0.0
H 0.0 0.0 0.0
H 0.0 0.1 0.1
H 0.0 0.0 0.0
O -0.1 -0.2 0.0
N 0.0 -0.2 0.1
H 0.0 0.0 0.0
H 0.0 -0.3 -0.1
N 0.1 -0.2 -0.2
H -0.1 0.0 0.2
O 0.0 0.0 0.0
C 0.4 0.1 0.0
N -0.1 0.1 0.0
H 0.2 -0.1 -0.2
C -0.1 0.1 -0.1
H 0.0 0.0 0.0
N -0.1 -0.1 0.1
H 0.0 0.0 0.0
N 0.0 -0.1 0.0
H 0.0 0.0 0.0
C -0.4 0.8 -0.2
O 0.0 0.2 -0.1
H -0.1 -0.2 0.0
C -0.2 -0.1 0.0
C 0.1 0.0 0.0
N 0.2 0.1 0.0
H 0.0 0.0 0.0

Multiplicity: 1
Highest occupied orbital energy: -8.01 eV

---

Largest force on an atom, respectively: 9.52; 1.00 eV/Å.